# 1
Entry from the Open Molecules 2025 dataset: 8 unconnected molecules or ions with the total composition C4H24O7 (wB97M-V/def2-TZVPD).

```
35
Properties=species:S:1:pos:R:3:lowdin_charge:R:1
C 0.62419 3.45507 -0.26773 -0.1013
C 0.70119 1.94157 -0.09326 -0.2763
C 1.29868 1.51336 1.23034 -0.2845
C 1.31327 0.00915 1.42020 -0.1017
H -0.42621 3.76646 -0.17281 0.0653
H 0.96075 3.80219 -1.24203 0.0678
H 1.10819 4.01553 0.53053 0.0685
H 1.38677 1.52384 -0.84504 0.1031
H -0.23301 1.42527 -0.31686 0.0861
H 0.79951 1.98201 2.09547 0.1064
H 2.27299 1.98169 1.42621 0.1109
H 0.32553 -0.45399 1.46197 0.0516
H 1.86226 -0.35593 2.29094 0.0751
H 1.78405 -0.48720 0.55309 0.0488
H 2.62280 -2.39890 -1.24832 0.0027
H 3.52823 -1.65245 -0.15273 0.0241
O 3.14826 -1.60747 -1.02194 -0.0763
H 0.46599 -3.06843 -1.16490 -0.0037
H 1.04580 -3.16194 -2.54159 0.0480
O 1.17764 -3.50927 -1.64557 -0.0729
H -2.94442 0.45623 -1.74416 0.0672
H -2.05434 -0.27392 -0.84898 0.0086
O -2.96033 0.07169 -0.85788 -0.0548
H -1.34533 -1.92790 0.44558 0.0220
H -1.70560 -2.71905 -0.78670 0.0830
O -1.04790 -2.08360 -0.48600 -0.0797
H -2.98641 -1.14294 1.59116 0.0381
H -1.97507 -1.25297 2.69645 0.0744
O -2.26328 -1.70007 1.88686 -0.0358
H -2.60194 2.16701 1.58021 0.0391
H -3.04596 0.87172 0.93091 0.0004
O -2.51592 1.21851 1.66757 -0.0651
H -0.03231 -0.77861 -1.62486 -0.0025
H 1.29380 -0.62855 -2.29002 0.0309
O 0.41816 -0.99811 -2.45612 -0.0673
```

Output
HOMO-LUMO gap = 10.81 eV
M = 184.23 g/mol
HOMO = -10.57 eV
SMILES = CCCC.O.O.O.O.O.O.O


# 2
Entry from the Open Molecules 2025 dataset: 9 unconnected molecules or ions with the total composition C4H24O9 (wB97M-V/def2-TZVPD).

```
37
Properties=species:S:1:pos:R:3:lowdin_charge:R:1
C 0.17156 -1.34243 -0.83939 -0.0755
C 0.75158 -0.45822 -1.88815 -0.1083
C 0.80915 0.86214 -1.84634 -0.4087
O 0.18927 1.61374 -0.83027 -0.0388
C 1.59754 1.79411 -2.70933 -0.0342
H 0.80566 -1.31085 0.03873 0.0441
H 0.02438 -2.40010 -1.05104 0.0814
H -0.83293 -1.01395 -0.58921 0.0401
H 1.27407 -0.94480 -2.70537 0.1110
H 0.29200 1.19243 0.04334 -0.0063
H 2.66863 1.67324 -2.57778 0.0750
H 1.18950 2.80785 -2.71246 0.0851
H 1.44462 1.62498 -3.78918 0.0839
H -3.01831 -0.75951 -1.35626 0.0230
H -2.78466 -2.14473 -0.91132 0.0572
O -2.99854 -1.28361 -0.53335 -0.0796
H -2.48155 0.40240 0.38854 -0.0080
H -2.58081 1.93032 0.96376 0.0557
O -2.86720 1.01892 1.01456 -0.0502
H -2.99056 1.35342 -2.41852 0.0605
H -1.51077 1.11808 -1.93031 0.0170
O -2.26937 0.72114 -2.38000 -0.0412
H 3.22804 1.03039 -0.37641 0.0212
H 3.11869 -0.29640 0.36374 0.0052
O 3.43071 0.61504 0.46893 -0.0522
H 1.73836 -1.86897 1.91250 0.0077
H 2.73333 -2.79433 1.16002 0.0538
O 2.61159 -1.89332 1.47153 -0.0682
H -2.52602 0.22578 2.92341 0.0484
H -2.56282 -1.14197 2.33369 0.0590
O -2.11852 -0.64283 3.02955 -0.0449
H 0.98956 -0.84301 3.88265 0.0729
H -0.44238 -0.88950 3.15253 0.0100
O 0.51272 -1.12006 3.09785 -0.0693
H 1.51494 1.35946 1.52342 0.0623
H 0.33344 0.56016 2.16134 0.0301
O 0.55510 1.24496 1.51462 -0.0194
```

Output
HOMO-LUMO gap = 8.99 eV
M = 216.23 g/mol
HOMO = -8.57 eV
SMILES = C/C=C(/C)O.O.O.O.O.O.O.O.O